Record 1
Entry from OMol25: a structure of composition C38H46F4O13P2PbS5V at a distorted geometry (the ωB97M-V functional and the def2-TZVPD basis).

Last column: Löwdin charge in e.
Positions of all 110 atoms, in Å:
1 Pb -1.455 0.343 -4.913  1.709
2 V 2.433 3.318 -0.925  1.471
3 O 0.929 1.871 -0.900  -0.388
4 P -0.005 0.763 -1.367  0.444
5 O -0.834 0.951 -2.642  -0.436
6 F -0.830 0.132 -0.149  -0.100
7 F 1.146 -0.355 -1.625  -0.123
8 O 2.282 2.822 -2.966  -0.377
9 P 1.855 2.366 -4.394  0.437
10 O 0.538 1.691 -4.719  -0.457
11 F 2.991 1.392 -4.834  -0.061
12 F 2.033 3.665 -5.367  -0.100
13 C 6.412 1.117 -2.048  -0.193
14 S 4.901 0.511 -1.131  0.965
15 O 3.715 1.485 -1.283  -0.654
16 C 4.495 -0.768 -2.372  -0.198
17 H 7.253 0.427 -2.116  0.079
18 H 6.855 2.011 -1.610  0.062
19 H 6.070 1.326 -3.062  0.063
20 H 4.274 -0.456 -3.393  0.070
21 H 3.656 -1.304 -1.929  0.029
22 H 5.429 -1.327 -2.412  0.073
23 C -1.997 5.434 -5.498  -0.170
24 S -2.876 3.750 -5.277  0.935
25 O -2.008 2.795 -4.418  -0.770
26 C -4.221 4.476 -4.273  -0.238
27 H -1.983 5.887 -4.506  0.020
28 H -2.690 6.004 -6.118  0.066
29 H -1.010 5.412 -5.958  0.067
30 H -4.661 5.327 -4.793  0.074
31 H -3.994 4.789 -3.253  0.036
32 H -5.057 3.793 -4.122  0.065
33 C -1.563 6.247 -1.455  -0.202
34 S -1.079 4.532 -1.991  0.942
35 O 0.285 4.221 -1.348  -0.635
36 C -2.409 3.650 -0.949  -0.183
37 H -1.579 6.320 -0.367  0.065
38 H -2.471 6.603 -1.942  0.066
39 H -0.645 6.794 -1.671  0.057
40 H -2.549 2.617 -1.265  0.032
41 H -3.361 4.180 -0.962  0.060
42 H -2.098 3.491 0.084  0.048
43 C -3.686 -2.150 -1.092  -0.228
44 S -2.676 -2.699 -2.525  0.932
45 O -2.313 -1.513 -3.323  -0.756
46 C -1.158 -3.104 -1.520  -0.215
47 H -3.669 -2.811 -0.225  0.067
48 H -4.759 -2.133 -1.286  0.062
49 H -3.371 -1.162 -0.756  0.027
50 H -1.468 -3.801 -0.741  0.056
51 H -0.800 -2.266 -0.921  0.022
52 H -0.399 -3.550 -2.163  0.067
53 C 4.118 1.261 2.950  -0.203
54 S 2.484 1.650 2.328  0.980
55 O 2.666 2.346 0.962  -0.640
56 C 2.085 -0.041 1.983  -0.223
57 H 4.623 0.667 2.188  0.058
58 H 3.958 0.544 3.755  0.077
59 H 4.734 2.102 3.268  0.083
60 H 1.050 -0.143 1.656  0.048
61 H 2.187 -0.591 2.919  0.089
62 H 2.786 -0.300 1.190  0.054
63 C 1.788 -10.060 -2.370  -0.034
64 C 0.766 -10.346 -1.482  -0.051
65 C 0.297 -9.406 -0.611  -0.004
66 C 0.821 -8.110 -0.501  -0.062
67 C 1.837 -7.766 -1.435  -0.080
68 C 2.226 -8.744 -2.422  0.023
69 C 2.508 -6.467 -1.427  -0.267
70 O 3.598 -6.295 -2.013  0.092
71 C 1.864 -5.386 -0.606  -0.053
72 C 2.217 -4.075 -0.776  -0.040
73 C 1.734 -3.082 0.050  -0.083
74 C 0.740 -3.441 0.992  -0.105
75 C 0.337 -4.726 1.233  -0.024
76 C 0.872 -5.705 0.409  -0.045
77 C 0.306 -7.109 0.520  -0.223
78 O -0.620 -7.368 1.324  0.088
79 H 2.306 -10.789 -2.976  0.122
80 H 0.549 -11.403 -1.505  0.123
81 H -0.554 -9.766 -0.052  0.127
82 H 3.142 -8.537 -2.955  0.117
83 H 2.815 -3.795 -1.630  0.117
84 H 2.117 -2.088 -0.127  0.061
85 H 0.414 -2.731 1.738  0.094
86 H -0.291 -4.976 2.075  0.131
87 C -1.710 4.960 7.955  0.090
88 C -0.614 5.273 7.195  0.001
89 C -0.366 4.525 6.064  0.116
90 C -1.252 3.446 5.693  0.001
91 C -2.394 3.198 6.431  -0.027
92 C -2.727 3.986 7.557  0.185
93 C -3.361 2.035 6.032  -0.200
94 O -4.336 1.820 6.768  0.145
95 C -3.145 1.434 4.681  -0.060
96 C -4.034 0.494 4.143  0.029
97 C -4.008 0.095 2.830  -0.021
98 C -2.929 0.480 2.051  -0.033
99 C -1.995 1.405 2.544  -0.003
100 C -2.088 1.823 3.853  -0.106
101 C -1.022 2.696 4.390  -0.209
102 O 0.078 2.836 3.810  0.046
103 H -1.807 5.462 8.907  0.145
104 H -0.005 6.141 7.397  0.143
105 H 0.480 4.684 5.412  0.138
106 H -3.585 3.722 8.158  0.152
107 H -4.786 0.035 4.768  0.140
108 H -4.641 -0.746 2.588  0.128
109 H -2.921 0.097 1.041  0.075
110 H -1.190 1.665 1.873  0.098

Total charge: +4
Multiplicity: 4
E_tot: -6662.47953 a.u.
Kohn-Sham gap (alpha / beta): 2.7 / 1.9 eV
E_HOMO (alpha / beta): -15.2 / -15.2 eV

=====

Record 2
Entry from OMol25: the ion C38H46FINOSi with charge +1 at a distorted geometry (the ωB97M-V functional and the def2-TZVPD basis).

Last column: Löwdin charge in e.
Positions of all 89 atoms, in Å:
1 C -0.344 -2.149 1.011  0.062
2 C 0.448 -1.734 -0.069  -0.077
3 C 1.478 -1.036 -1.187  -0.147
4 C 2.573 -0.099 -0.418  -0.012
5 C 2.088 1.490 -0.219  -0.019
6 C 0.585 2.036 -0.717  -0.138
7 C 0.525 2.359 -2.323  -0.203
8 C -0.830 3.234 -2.617  -0.214
9 C -2.182 2.357 -2.901  -0.194
10 C -3.036 1.923 -1.573  -0.209
11 C -3.148 3.064 -0.404  -0.234
12 C -4.617 3.211 0.300  -0.242
13 C -5.440 1.814 0.519  -0.295
14 Si -4.694 0.612 1.826  0.497
15 C -2.772 0.573 1.900  -0.231
16 C -5.363 1.121 3.567  -0.226
17 C -5.492 -1.143 1.447  -0.206
18 C -4.569 -2.477 1.086  -0.076
19 C -5.215 -3.973 0.789  -0.073
20 C -6.870 -4.199 0.849  -0.065
21 C -7.839 -2.874 1.166  -0.061
22 C -7.147 -1.380 1.452  -0.059
23 N 2.991 2.508 0.424  0.083
24 C 4.415 2.237 0.960  -0.025
25 C 5.138 3.582 1.542  -0.205
26 C 5.012 3.744 3.204  -0.185
27 C 6.051 4.975 3.641  -0.134
28 F 5.370 5.918 4.596  -0.145
29 C 4.962 0.711 0.869  -0.050
30 C 6.433 0.345 1.471  -0.554
31 I 7.870 1.609 2.501  0.907
32 C 6.979 -1.230 1.313  -0.083
33 C 6.087 -2.419 0.632  0.043
34 C 4.556 -2.054 0.064  -0.030
35 C 3.778 -3.361 -0.530  -0.181
36 O 4.064 -3.435 -2.002  -0.179
37 C 3.056 -4.293 -2.673  -0.163
38 C 2.625 -3.821 -4.218  -0.014
39 C 1.494 -4.594 -5.123  -0.067
40 C 0.735 -5.895 -4.468  -0.071
41 C 1.179 -6.395 -2.942  -0.047
42 C 2.325 -5.608 -2.022  -0.010
43 C 4.041 -0.508 0.169  0.026
44 H -1.219 -2.329 1.803  0.063
45 H 1.951 -1.849 -1.922  0.114
46 H 0.737 -0.440 -1.910  0.111
47 H 0.295 3.016 -0.143  0.118
48 H -0.173 1.150 -0.489  0.115
49 H 0.603 1.427 -3.025  0.110
50 H 1.476 3.033 -2.569  0.126
51 H -0.917 4.034 -1.768  0.099
52 H -0.614 3.847 -3.619  0.126
53 H -2.920 2.841 -3.672  0.120
54 H -1.816 1.338 -3.406  0.119
55 H -2.668 0.930 -1.051  0.094
56 H -4.142 1.683 -1.953  0.118
57 H -2.248 2.932 0.366  0.087
58 H -2.930 4.110 -0.938  0.112
59 H -4.437 3.766 1.340  0.121
60 H -5.264 3.908 -0.391  0.116
61 H -5.641 1.190 -0.450  0.078
62 H -6.517 2.124 0.931  0.102
63 H -2.487 -0.099 2.845  0.062
64 H -2.350 0.071 0.928  0.012
65 H -2.294 1.627 2.115  0.050
66 H -4.766 0.545 4.402  0.055
67 H -6.519 0.824 3.583  0.054
68 H -5.326 2.285 3.680  0.045
69 H -3.393 -2.284 1.056  0.044
70 H -4.457 -4.860 0.555  0.082
71 H -7.321 -5.283 0.647  0.088
72 H -9.003 -3.065 1.167  0.081
73 H -7.826 -0.426 1.671  0.085
74 H 2.593 3.494 0.500  0.158
75 H 4.552 4.548 1.146  0.132
76 H 6.241 3.764 1.153  0.093
77 H 5.216 2.743 3.775  0.092
78 H 3.926 4.174 3.440  0.132
79 H 6.393 5.630 2.734  0.127
80 H 7.009 4.543 4.157  0.113
81 H 8.056 -1.574 1.701  0.104
82 H 6.536 -3.523 0.558  0.128
83 H 4.259 -4.362 -0.092  0.142
84 H 2.637 -3.431 -0.287  0.114
85 H 3.165 -2.874 -4.682  0.095
86 H 1.258 -4.154 -6.203  0.097
87 H -0.110 -6.450 -5.096  0.094
88 H 0.576 -7.341 -2.536  0.093
89 H 2.583 -5.976 -0.941  0.088

Total charge: +1
Structure (SMILES): C#CCc1c(CCCCCCCC[Si](C)(C)c2ccccc2)[nH+]c(CCCF)c2c(I)ccc(COc3ccccc3)c12
Multiplicity: 1
E_tot: -2291.01408 a.u.
Kohn-Sham gap: 5.0 eV
E_HOMO: -9.9 eV